[1]
{"formula": "C8H10BrNO3S", "method": "ωB97M-V with the def2-TZVPD basis set", "e_tot_ev": -96962.1906, "s2": 2.0252, "multiplicity": 3, "total_charge": 0, "elements": ["C", "C", "C", "C", "C", "C", "C", "C", "N", "O", "O", "O", "S", "Br", "H", "H", "H", "H", "H", "H", "H", "H", "H", "H"], "xyz": [[-2.169, -1.496, -1.672], [-1.316, -0.509, -2.106], [-2.080, -1.961, -0.344], [-0.540, 0.119, -1.148], [-1.090, -1.406, 0.488], [0.011, 2.570, 0.994], [1.206, 1.585, 0.801], [0.831, 0.156, 0.890], [-0.350, -0.361, 0.089], [1.565, -2.239, 0.416], [2.000, -0.649, -1.312], [3.378, -0.709, 0.796], [2.184, -1.002, 0.109], [0.840, -0.364, 2.691], [-2.770, -1.899, -2.385], [-1.211, -0.145, -3.170], [-2.768, -2.828, 0.072], [0.196, 0.909, -1.539], [-0.898, -1.782, 1.482], [0.358, 3.578, 1.037], [-0.219, 2.274, 1.926], [-0.827, 2.661, 0.315], [1.879, 1.674, -0.054], [1.791, 1.822, 1.623]], "lowdin_charge": [-0.12, -0.06, -0.02, -0.12, -0.12, -0.04, -0.28, -0.74, -0.10, -0.27, -0.25, -0.25, 0.44, 1.00, 0.06, 0.14, 0.15, 0.15, 0.07, 0.08, 0.02, 0.08, 0.12, 0.07]}

---

[2]
{"formula": "C6H12O4S", "method": "ωB97M-V with the def2-TZVPD basis set", "smiles": "COC[C@@H]1CCOS(=O)(=O)C1", "relative_energy_ev": 0.892, "total_charge": 0, "elements": ["C", "O", "C", "C", "C", "C", "O", "S", "O", "O", "C", "H", "H", "H", "H", "H", "H", "H", "H", "H", "H", "H", "H"], "xyz": [[3.087, 0.016, 0.660], [2.384, -1.011, -0.009], [1.379, -0.541, -0.877], [0.127, -0.057, -0.142], [-0.753, -1.234, 0.287], [-2.052, -0.774, 0.972], [-2.060, 0.659, 1.174], [-2.112, 1.523, -0.158], [-3.276, 1.156, -0.905], [-1.895, 2.867, 0.264], [-0.666, 0.912, -1.017], [3.414, 0.789, -0.045], [2.491, 0.489, 1.446], [3.963, -0.442, 1.113], [1.777, 0.257, -1.519], [1.124, -1.388, -1.518], [0.447, 0.477, 0.756], [-0.997, -1.828, -0.598], [-0.178, -1.876, 0.955], [-2.937, -1.040, 0.394], [-2.156, -1.180, 1.975], [-0.084, 1.795, -1.280], [-1.026, 0.430, -1.927]], "lowdin_charge": [-0.10, -0.17, -0.20, -0.32, -0.12, -0.16, -0.24, 0.62, -0.27, -0.26, -0.17, 0.09, 0.08, 0.09, 0.13, 0.13, 0.14, 0.12, 0.12, 0.12, 0.13, 0.11, 0.12]}